Molecular formula: H22N2O12
Method: DFT, ωB97M-V with the def2-TZVPD basis set

CARTESIAN COORDINATES (ANGSTROEM)
N 44.140 22.195 29.861
H 44.567 23.175 29.548
H 44.869 21.507 29.973
H 43.368 21.969 29.094
H 43.693 22.418 30.674
N 41.825 24.260 31.632
O 42.422 23.727 32.604
O 42.374 24.760 30.693
O 40.665 23.801 31.444
O 40.690 21.727 33.650
H 40.266 22.160 34.397
H 41.292 22.427 33.167
O 40.722 21.487 29.645
H 39.939 21.059 29.380
H 40.467 22.177 30.220
O 44.577 25.454 30.396
H 43.679 25.272 30.648
H 44.799 25.574 29.489
O 41.579 25.076 35.007
H 41.392 25.986 34.490
H 41.794 24.678 34.216
O 40.829 25.604 28.575
H 40.220 25.171 28.211
H 41.276 25.132 29.267
O 37.953 24.446 33.015
H 38.284 24.179 33.807
H 38.523 24.843 32.406
O 43.737 22.347 34.540
H 43.949 21.585 34.794
H 42.971 22.605 34.078
O 44.061 26.171 34.674
H 43.648 25.229 34.859
H 44.882 26.189 35.001
O 41.114 26.992 32.915
H 40.341 27.497 33.265
H 40.906 26.965 32.106

Output
E_LUMO = -1.1 eV
HOMO = -10.1 eV
Net charge = 0
Energy above the lowest of the compared OMol25 structures with the same formula, charge and spin = 66.64 kcal/mol
Orbital gap = 0.3295 Eh
F_max = 10.82 eV Å⁻¹

Molecular formula: C32H44CoN2O2P2S2
Method: DFT, ωB97M-V with the def2-TZVPD basis set

CARTESIAN COORDINATES (ANGSTROEM)
Co 0.196 0.593 0.167
C -4.304 2.186 -0.887
C -2.944 2.099 -0.200
C -2.407 3.492 0.133
P -1.705 0.983 -1.024
C -1.887 1.395 -2.826
C -1.334 0.370 -3.814
C -1.378 2.793 -3.179
C -2.425 -0.675 -0.914
C -3.465 -1.132 -1.719
C -3.885 -2.451 -1.717
C -5.029 -2.924 -2.573
C -3.171 -3.331 -0.903
C -2.139 -2.908 -0.093
C -1.756 -1.550 -0.029
N -0.731 -1.057 0.748
C -0.244 -1.756 1.836
C -0.993 -2.679 2.597
C -0.434 -3.354 3.661
C 0.892 -3.161 4.054
C 1.477 -3.888 5.235
C 1.610 -2.206 3.357
C 1.059 -1.495 2.294
P 1.878 -0.089 1.522
C 2.437 0.974 2.964
C 1.486 1.041 4.159
C 2.801 2.399 2.546
C 3.523 -0.753 0.950
C 3.449 -2.179 0.403
C 4.217 0.168 -0.055
H -5.001 2.720 -0.235
H -4.731 1.203 -1.092
H -4.248 2.746 -1.825
H -3.084 1.579 0.751
H -2.396 4.143 -0.742
H -1.403 3.444 0.547
H -3.062 3.953 0.878
H -2.976 1.396 -2.948
H -0.250 0.429 -3.881
H -1.743 0.594 -4.805
H -1.602 -0.652 -3.551
H -0.298 2.858 -3.047
H -1.837 3.573 -2.576
H -1.606 3.000 -4.228
H -3.951 -0.440 -2.399
H -5.298 -2.170 -3.314
H -5.922 -3.132 -1.976
H -4.775 -3.842 -3.108
H -3.417 -4.389 -0.922
H -1.587 -3.645 0.472
H -2.037 -2.833 2.370
H -1.055 -4.049 4.220
H 1.077 -4.900 5.316
H 1.255 -3.373 6.174
H 2.563 -3.964 5.153
H 2.630 -1.984 3.663
H 3.350 0.468 3.299
H 0.638 1.683 3.940
H 2.033 1.469 5.006
H 1.100 0.068 4.454
H 1.911 2.926 2.204
H 3.537 2.442 1.746
H 3.205 2.931 3.413
H 4.126 -0.779 1.866
H 2.806 -2.219 -0.475
H 3.065 -2.882 1.142
H 4.453 -2.500 0.109
H 3.708 0.136 -1.018
H 5.246 -0.172 -0.205
H 4.244 1.208 0.266
S 1.252 2.465 -0.565
C 1.962 1.951 -2.083
C 2.654 2.866 -2.879
C 3.240 2.483 -4.077
C 3.142 1.165 -4.503
C 2.452 0.246 -3.725
C 1.857 0.620 -2.520
S 0.990 -0.574 -1.566
H 2.730 3.893 -2.541
H 3.770 3.214 -4.676
H 3.595 0.853 -5.436
H 2.363 -0.785 -4.049
O -1.562 0.477 3.083
N -1.493 1.507 2.457
O -0.416 1.670 1.741

Output
E_LUMO = 2.8 eV
HOMO = -3.8 eV
Net charge = -1
Energy above the lowest of the compared OMol25 structures with the same formula, charge and spin = 4.85 kcal/mol
Orbital gap = 0.2396 Eh
F_max = 0.30 eV Å⁻¹

Molecular formula: C4H10N2O
Method: DFT, ωB97M-V with the def2-TZVPD basis set

CARTESIAN COORDINATES (ANGSTROEM)
C -0.919 1.677 -0.621
C -0.414 0.672 0.082
N 1.034 0.441 0.346
C 2.026 0.464 -0.711
N -0.777 -0.415 0.802
C -0.509 -1.830 0.560
O -2.430 -0.309 0.502
H -1.987 1.736 -0.778
H -0.252 2.354 -1.140
H 1.379 0.046 1.210
H 1.750 1.176 -1.493
H 2.193 -0.500 -1.202
H 3.002 0.813 -0.361
H -0.390 -2.058 -0.501
H -1.348 -2.408 0.951
H 0.377 -2.124 1.130
H -2.737 0.264 1.222

Output
E_LUMO = 0.9 eV
HOMO = -8.2 eV
Net charge = 0
Energy above the lowest of the compared OMol25 structures with the same formula, charge and spin = 124.07 kcal/mol
Orbital gap = 0.3313 Eh
SMILES = C=C(NC)N(C)O
F_max = 7.33 eV Å⁻¹

Molecular formula: C34H26ClCrF3N3O2Sb
Method: DFT, ωB97M-V with the def2-TZVPD basis set

CARTESIAN COORDINATES (ANGSTROEM)
Cr -0.093 -0.234 -0.922
C -2.474 -1.678 1.217
C -2.137 -2.420 -0.033
C -3.120 -3.162 -0.676
C -2.767 -3.904 -1.801
C -1.446 -3.841 -2.242
C -0.535 -2.920 -1.693
N -0.917 -2.206 -0.597
Sb 1.043 -1.919 -3.056
C 2.503 -2.332 -1.625
C 3.505 -3.280 -1.869
C 4.478 -3.479 -0.897
C 4.377 -2.709 0.279
C 3.362 -1.777 0.423
C 3.244 -0.930 1.625
N 2.412 -1.606 -0.532
C 1.551 0.287 -3.182
C 1.644 0.932 -4.412
C 1.303 2.274 -4.572
C 0.978 3.017 -3.441
C 1.000 2.370 -2.198
C 0.718 3.107 -0.943
N 1.240 1.019 -2.088
H -3.425 -2.057 1.643
H -2.569 -0.587 0.978
H -1.677 -1.801 1.988
H -4.140 -3.099 -0.299
H -3.480 -4.558 -2.287
H -1.110 -4.466 -3.066
H 3.479 -3.828 -2.802
H 5.295 -4.194 -1.033
H 5.106 -2.863 1.083
H 4.188 -0.922 2.210
H 2.436 -1.329 2.293
H 2.943 0.109 1.362
H 1.975 0.333 -5.249
H 1.338 2.685 -5.586
H 0.717 4.071 -3.489
H 0.879 4.180 -1.128
H 1.391 2.778 -0.148
H -0.333 2.942 -0.651
Cl -6.477 3.270 -1.279
C -5.225 2.368 -1.960
C -4.061 2.158 -1.185
C -3.058 1.323 -1.670
C -3.133 0.779 -2.957
C -4.274 1.075 -3.751
C -5.319 1.842 -3.261
C -1.999 -0.049 -3.463
O -1.966 -0.474 -4.633
O -1.059 -0.312 -2.565
H -4.000 2.618 -0.198
H -2.187 1.116 -1.042
H -4.309 0.596 -4.726
H -6.225 2.022 -3.828
F 2.250 3.032 7.852
C 2.181 1.674 7.571
F 1.377 1.075 8.526
F 3.453 1.173 7.705
C 1.578 1.426 6.209
C 1.288 0.100 5.779
C 0.871 -0.166 4.474
C 0.699 0.912 3.586
C 0.835 2.242 4.049
C 1.287 2.501 5.325
C 0.352 0.659 2.216
C 0.144 0.419 1.019
H 1.418 -0.728 6.478
H 0.657 -1.190 4.171
H 0.604 3.009 3.331
H 1.417 3.526 5.645

Output
E_LUMO (alpha / beta) = -0.4 / -0.5 eV
2S+1 = 5
HOMO (alpha / beta) = -7.8 / -8.3 eV
Net charge = 0
Energy above the lowest of the compared OMol25 structures with the same formula, charge and spin = 0.00 kcal/mol
Orbital gap (alpha / beta) = 0.2697 / 0.2845 Eh
F_max = 2.63 eV Å⁻¹
<S²> = 6.0229

Molecular formula: C3H7N4OP
Method: DFT, ωB97M-V with the def2-TZVPD basis set

CARTESIAN COORDINATES (ANGSTROEM)
C -1.191 1.579 -1.582
C -1.681 1.453 -0.312
C 0.498 1.214 -0.360
N 0.150 1.385 -1.605
N -0.558 1.150 0.488
N -0.264 -1.726 1.617
N 1.169 -2.010 -0.497
O 2.410 -1.039 1.665
P 1.150 -1.517 1.022
H -1.809 1.752 -2.439
H -2.778 1.484 -0.027
H 1.640 1.227 -0.165
H -0.257 -1.335 2.537
H -0.630 1.330 1.564
H 1.883 -2.418 -1.126
H 0.267 -2.530 -0.782

Output
E_LUMO = 0.4 eV
HOMO = -8.9 eV
Net charge = 0
Energy above the lowest of the compared OMol25 structures with the same formula, charge and spin = 39.60 kcal/mol
Orbital gap = 0.3428 Eh
F_max = 4.31 eV Å⁻¹

Molecular formula: C23H21N2O2PdS
Method: DFT, ωB97M-V with the def2-TZVPD basis set

CARTESIAN COORDINATES (ANGSTROEM)
Pd -1.482 0.878 -1.387
C -1.681 2.243 -4.085
C -2.542 2.137 -2.841
C -2.975 3.334 -2.199
C -3.944 3.323 -1.227
C -4.527 2.108 -0.830
C -4.169 0.940 -1.468
C -3.229 0.927 -2.531
H -0.617 2.233 -3.843
H -1.895 3.164 -4.635
H -1.867 1.399 -4.752
H -2.537 4.277 -2.515
H -4.247 4.251 -0.756
H -5.255 2.086 -0.028
H -4.643 0.004 -1.196
H -3.187 0.071 -3.197
C 4.172 -5.556 1.259
C 3.001 -4.660 0.953
C 1.841 -4.707 1.714
C 0.762 -3.875 1.430
C 0.837 -2.991 0.370
C 1.992 -2.930 -0.404
C 3.060 -3.758 -0.110
S -0.542 -1.923 -0.035
O -0.942 -2.352 -1.354
O -1.478 -2.096 1.057
N 0.078 -0.473 -0.144
C 0.496 0.198 0.978
C 0.883 -0.367 2.181
C 1.392 0.411 3.237
C 1.532 1.766 3.135
C 1.125 2.401 1.936
C 1.203 3.800 1.752
C 0.755 4.362 0.593
C 0.208 3.516 -0.394
N 0.137 2.219 -0.264
C 0.596 1.636 0.873
H 3.978 -6.169 2.139
H 5.076 -4.973 1.445
H 4.383 -6.227 0.423
H 1.778 -5.401 2.546
H -0.142 -3.899 2.025
H 2.037 -2.227 -1.226
H 3.961 -3.705 -0.713
H 0.797 -1.436 2.323
H 1.681 -0.093 4.153
H 1.931 2.361 3.947
H 1.614 4.411 2.549
H 0.797 5.430 0.426
H -0.202 3.930 -1.310

Output
E_LUMO = 2.8 eV
HOMO = -3.4 eV
Net charge = -1
Orbital gap = 0.2257 Eh
F_max = 0.72 eV Å⁻¹